Here is the ion C4H11NOPS with charge +1 in a non-equilibrium geometry from OMol25. Energies are from ωB97M-V with the def2-TZVPD basis set.

Geometry as XYZ:
```
19
Properties=species:S:1:pos:R:3:forces:R:3:nbo_charge:R:1
H -2.013038 -0.643773 -1.459000 -0.371 0.410 0.702 0.24
H -2.783690 -1.655750 -0.201737 0.074 1.015 -0.287 0.25
P 2.275894 1.101202 -0.244290 2.725 1.694 0.946 1.03
H -2.316270 0.250060 2.724999 0.310 -0.882 -0.315 0.27
C -1.669292 -0.022834 0.688753 -0.722 -0.788 0.205 0.47
O 2.914671 2.107549 -1.464907 -1.892 -1.672 0.854 -0.91
C 3.180075 -0.534777 -0.450614 -0.333 -0.522 -0.365 -0.98
S 0.185095 0.822524 -0.799492 -2.285 0.249 -1.757 0.41
H -0.975066 -0.927248 2.587814 -0.676 0.076 -0.508 0.26
C -2.527757 -0.596519 -0.472593 0.664 -0.983 0.659 -0.73
N -0.781023 0.936899 0.612134 1.291 -1.363 0.038 -0.64
C -1.935276 -0.619752 2.119040 -0.573 1.826 -0.650 -0.69
H 3.917436 -0.529604 -1.293936 -0.900 0.086 0.504 0.28
H -3.484845 -0.024313 -0.545280 0.813 -0.267 0.112 0.28
H 2.574776 1.836107 -2.335612 0.595 0.191 -0.052 0.49
H 3.782374 -0.672508 0.486183 -0.735 0.320 -0.677 0.28
H -0.099777 1.984056 -1.514139 0.561 -0.613 0.610 0.19
H -2.718165 -1.407362 2.100543 0.750 0.508 -0.004 0.25
H 2.473880 -1.403957 -0.537867 0.705 0.714 -0.014 0.26
```
Positions in Å, forces in eV/Å.

Summary:
LUMO level ... -0.1718 Ha
Strongest force on any atom ... 0.06504 hartree/bohr
Energy ... -27979.2340 eV
SMILES ... CC(C)=[N+]=[SH]#P(C)O
Total charge ... +1
ΔE to the lowest compared entry with this formula, charge and spin ... 28.8 kcal per mole